# 1
Molecular formula: C13H25N2O9P
Method: DFT, the ωB97M-V functional and the def2-TZVPD basis

```
50
Properties=species:S:1:pos:R:3:forces:R:3:mulliken_charge:R:1
C -4.5622 -1.7926 0.5337 0.55 0.03 0.46 -1.02
C -3.4805 -1.6275 1.6092 -0.56 -0.48 -0.32 -0.28
O -2.1927 -1.9467 1.0749 0.76 -0.01 0.55 -0.42
C -1.5701 -0.8849 0.5154 -1.05 0.03 0.13 -0.46
O -0.8754 -0.0576 1.4594 0.36 0.12 -0.20 -0.46
C -0.0233 0.7239 0.7612 -0.02 0.92 0.96 -0.16
O 0.4801 1.6939 1.2664 0.07 -0.63 -0.50 -0.56
C 0.1490 0.2047 -0.6759 -0.07 -2.20 -0.64 0.75
O 1.4786 -0.0661 -1.0482 -0.03 0.79 -0.11 -0.58
C 2.3789 1.0598 -1.0320 1.05 0.14 0.51 0.13
C 3.7023 0.5840 -0.4437 -0.74 -0.18 -0.46 -1.37
P -0.5886 1.3208 -1.9607 -0.03 2.42 0.60 1.63
N -0.4867 2.8217 -1.6064 0.17 -0.56 0.16 -1.03
O -2.1129 0.9157 -2.1723 0.15 -0.85 -0.38 -0.43
O 0.1492 1.0267 -3.3461 -0.25 -0.78 0.14 -0.58
C -0.5550 -1.2318 -0.5447 -0.52 1.95 -0.45 0.45
O 0.4886 -2.0923 -0.1231 -0.28 -0.54 0.48 -0.44
C 0.0942 -3.2962 0.1753 -0.39 -2.53 -0.02 0.63
N -0.1810 -4.4235 0.3312 0.59 2.29 -0.16 -0.58
O -1.3034 -1.6817 -1.5986 0.82 -0.47 0.05 -0.32
C -0.5896 -2.2245 -2.7072 -0.47 -0.74 -0.87 0.25
C -1.6043 -2.9565 -3.5860 0.15 0.40 0.55 -1.36
H -4.1160 -2.2969 -0.3104 0.11 -0.06 -0.37 0.23
H -4.9561 -0.8354 0.2279 -0.30 0.15 -0.21 0.33
H -5.3390 -2.4446 0.9035 -0.44 0.05 0.06 0.34
H -3.6523 -2.3352 2.4025 0.13 -0.27 0.29 0.46
H -3.4908 -0.6421 2.0558 0.18 0.33 0.06 0.26
H -2.3185 -0.2427 0.0467 0.01 0.14 -0.31 0.65
H 2.0146 1.8718 -0.4212 -0.45 0.01 0.09 0.14
H 2.5313 1.4483 -2.0296 -0.19 0.03 -0.42 0.30
H 3.4585 -0.1570 0.3020 0.16 -0.20 0.40 0.34
H 4.2935 0.1189 -1.2181 0.38 -0.17 -0.07 0.35
H 4.2389 1.3995 0.0123 0.28 0.26 0.09 0.41
H -0.0419 2.9951 -0.7161 -0.07 0.37 0.05 0.30
H -2.5348 1.6407 -2.6454 -0.32 0.28 0.06 0.40
H 0.8349 0.3570 -3.2500 0.22 -0.11 -0.09 0.37
H -0.1184 -1.4608 -3.3124 0.14 0.43 0.18 -0.06
H 0.1592 -2.9401 -2.3973 0.33 0.04 0.34 0.32
H -2.5892 -2.6099 -3.3040 -0.31 0.15 -0.17 0.27
H -1.4143 -2.7290 -4.6236 -0.08 -0.11 -0.34 0.39
H -1.5749 -4.0193 -3.4115 0.03 -0.37 -0.05 0.37
C 2.5411 2.2714 4.3683 0.01 -0.09 -0.02 -0.77
C 3.1517 3.5893 3.9335 -0.21 -0.12 -0.22 -0.26
O 3.7807 3.4727 2.6584 0.16 0.05 0.10 -0.52
H 3.3056 1.4950 4.4151 0.04 0.03 0.06 0.26
H 2.0677 2.3568 5.3477 -0.01 0.01 0.00 0.35
H 1.7874 1.9433 3.6491 -0.06 0.05 0.03 0.10
H 3.9182 3.9111 4.6363 0.08 0.03 -0.07 0.30
H 2.3843 4.3691 3.8839 0.01 0.02 0.13 0.26
H 3.1044 3.2025 2.0312 -0.08 -0.03 -0.04 0.28
```
Positions in Å, forces in eV/Å.

Electronic energy (eV): -44581.292
HOMO level (eV): -9.421
F_max (eV Å⁻¹): 2.56
Net charge: 0
SMILES string: CCO[C@H]1OC(=O)[C@](OCC)(P(=N)(O)O)[C@]1(OC#N)OCC.CCO


# 2
Molecular formula: C13H25N3O4Zn
Method: DFT, the ωB97M-V functional and the def2-TZVPD basis

```
46
Properties=species:S:1:pos:R:3:forces:R:3:mulliken_charge:R:1
C 3.5898 -1.4003 -1.4360 -0.09 -0.10 0.10 -1.00
C 3.8908 -1.6511 0.0389 0.17 0.03 -0.19 -0.33
C 3.4191 -0.5438 0.9581 0.05 -0.02 0.19 -0.66
O 1.9992 -0.3401 0.8769 -0.06 -0.09 -0.09 -0.28
C 1.6119 0.8680 0.2798 0.00 0.08 0.14 -1.84
C 0.0988 1.0834 0.3945 -0.02 0.39 -0.33 1.26
C -0.2694 2.2633 -0.5190 0.19 -0.15 0.00 -0.80
C 0.4589 3.5606 -0.2133 0.00 -0.12 0.25 -0.28
N 0.5034 4.4465 -1.0958 0.05 0.20 -0.28 -0.57
N -0.2694 1.3818 1.7789 -0.56 -0.24 -0.27 -0.23
C -1.3119 0.5495 2.2428 0.23 0.10 -0.17 -0.37
O -1.6560 0.4136 3.3683 -0.15 0.00 0.22 -0.50
C -1.9346 -0.1584 1.0289 -0.10 -0.63 0.18 0.42
C -3.2759 0.4752 0.6032 -0.02 -0.06 -0.06 -1.38
O -3.5470 1.5387 1.4774 0.15 0.32 -0.15 -0.19
O -4.7996 2.1170 1.1394 -0.11 -0.37 -0.10 -0.37
C -0.8242 -0.1430 -0.0392 -0.31 0.51 0.64 -0.21
C -0.1329 -1.5135 -0.0499 0.94 -0.40 -0.47 -1.57
N -1.1092 -2.5707 -0.3930 -1.42 0.60 0.90 0.21
C -2.0101 -2.5338 -1.3743 0.66 1.17 0.06 -0.38
H 4.0068 -2.1956 -2.0540 0.01 0.05 -0.02 0.35
H 4.0182 -0.4527 -1.7675 -0.04 -0.03 -0.04 0.32
H 2.5106 -1.3750 -1.6311 0.09 0.08 -0.04 0.19
H 3.4933 -2.6181 0.3605 -0.06 0.06 0.02 0.27
H 4.9763 -1.7130 0.1554 -0.03 -0.07 0.09 0.41
H 3.9431 0.3856 0.7160 -0.08 0.03 0.03 0.42
H 3.6310 -0.7946 1.9984 0.07 0.05 -0.03 0.31
H 1.9258 0.9212 -0.7728 -0.08 -0.09 0.00 0.43
H 2.0828 1.7087 0.8022 0.03 0.00 -0.08 0.74
H -1.3463 2.4511 -0.4473 0.03 0.00 -0.05 0.35
H -0.0205 2.0065 -1.5513 -0.19 0.07 -0.04 0.47
H 0.9167 3.6776 0.7768 -0.08 -0.01 0.04 0.36
H 0.9933 5.2880 -0.7961 -0.02 -0.01 0.01 0.30
H -0.5827 2.3393 1.9266 0.50 0.08 0.24 0.48
H -2.1538 -1.1631 1.4021 0.00 -0.03 -0.14 0.97
H -4.0785 -0.2718 0.6425 -0.04 0.07 0.11 0.41
H -3.2214 0.8368 -0.4355 0.07 0.07 0.04 0.48
H -4.6573 2.4920 0.2541 0.08 0.22 0.12 0.35
H -1.2527 0.1305 -1.0064 0.22 -0.40 -0.18 0.98
H 0.7321 -1.5665 -0.7194 -0.16 0.09 -0.07 -0.01
H 0.2467 -1.7627 0.9373 -0.01 -0.10 -0.04 0.57
H -1.4301 -3.0928 0.4217 0.20 -0.06 0.03 0.43
H -3.0629 -2.4352 -1.0810 -0.06 -0.73 -0.05 0.40
H -1.7360 -1.8800 -2.2011 -0.04 -0.08 -0.05 0.49
H -2.1202 -3.7462 -1.8645 -0.02 -0.51 -0.58 0.09
Zn -2.2457 -5.0128 -3.1319 0.00 0.05 0.11 0.52
```
Positions in Å, forces in eV/Å.

Electronic energy (eV): -74938.923
HOMO level (eV): -14.745
Relative energy (zero: lowest compared OMol25 entry of this formula, charge and spin) (kcal per mole): 0.0
F_max (eV Å⁻¹): 1.79
Net charge: +2


no.,Kohn-Sham gap (Ha)
1,0.3563
2,0.0920